Record 1
The following is a quantum chemistry calculation of 12 unconnected molecules or ions with the total composition C48H72O36 at a distorted geometry, from the Open Molecules 2025 dataset.

The geometry in XYZ format:
```
156
Properties=species:S:1:pos:R:3
C -5.21885 1.57966 0.95803
H 0.23200 -4.63351 -4.25716
C -3.79439 1.75819 -3.74595
H -5.01708 3.21628 -2.59739
H -1.36318 -2.31321 -2.36365
H 1.27333 2.18102 -0.23165
O 2.09306 -4.92414 1.18025
O 0.70682 3.96703 -4.86566
C -3.80872 -2.82380 1.88982
O -3.44617 -2.52449 5.68879
H 0.56803 -6.21176 2.90910
C -0.23046 -2.75171 6.41310
C -4.92514 0.56057 2.90575
H -4.05278 -2.99350 2.93850
C 4.49051 3.22627 -2.18000
C 3.76147 -0.43928 -2.24765
C -3.85428 -4.43841 -1.02931
H 4.81659 -3.43165 5.12464
C 0.70631 0.94663 1.49715
H 0.42464 0.13431 -6.86988
O -2.96180 -0.37407 -1.26298
H 1.07571 -3.22125 -2.76015
C -3.64891 -4.20297 1.21838
C 3.68466 4.80166 -0.32463
C 4.56631 -1.29214 5.49223
H -4.65108 -2.19255 1.60687
C 0.19836 -4.26275 0.04154
H 1.03576 1.52880 2.35776
H -0.97915 1.07561 -6.75163
O -4.26675 -4.05991 7.10132
H -1.32642 -1.32500 7.62611
H 1.00686 6.54879 -0.30880
O -4.39351 2.39008 1.58356
O 0.88668 -3.37260 -5.70001
C -4.04760 1.76549 2.82455
C 0.03043 -3.61237 -4.58081
C -0.01326 -1.10146 2.24105
C 3.04583 -2.75398 4.06479
H -2.36173 7.96440 0.23221
H -5.53721 0.48765 3.80472
C -5.01796 2.74618 -3.58081
H -0.31469 -4.78483 2.78406
H -6.03229 2.35886 -3.67683
C -3.42699 -3.28960 6.76877
H -1.63544 2.38161 -3.98159
O 3.30211 -3.11164 6.36119
H -3.97057 2.53595 4.89235
H -0.36817 -3.59525 5.73666
C 6.17759 -2.37068 -3.64832
H 5.22135 2.43548 -2.01084
H -0.82248 3.14929 -5.85254
O -4.82103 -5.17883 -0.44895
H 0.81699 -6.34679 0.39036
H -1.03967 -3.45988 -4.72129
H 5.64606 -1.29263 5.34309
H 1.86642 1.92981 -6.40257
C 0.75688 -5.40208 0.93074
C -2.46857 -1.51944 5.78010
H -2.91728 -0.56706 6.06247
H -1.09483 -1.23630 -3.61015
C 0.25134 3.29266 -5.97277
C 4.79311 4.51447 -1.38414
C 5.99057 -1.24556 -1.71264
H -0.07901 -1.09782 -2.23230
H 6.49280 -0.49066 -1.10766
H -4.26322 -0.26894 3.15451
O -2.29044 -3.08140 7.40669
H 2.29503 -1.96742 4.14047
H 3.36412 -1.44404 -2.10382
O -1.12262 -0.32900 1.99952
H -0.28081 -4.73813 -0.81432
H -2.87337 -2.26497 1.85938
O 4.17612 -1.23184 6.91465
C -0.08778 0.80877 -6.18386
O 1.07112 -0.40837 1.97490
H -0.45698 0.33035 -5.27672
O 6.44209 -3.23352 -4.44790
C -2.43209 2.31889 -3.24030
C -0.53709 -1.83587 -2.89074
C -1.00639 6.69895 -1.07982
C -0.83237 0.88800 1.32692
O -4.03993 0.72445 -2.89481
H 3.79331 4.04124 0.44870
O 4.63707 5.45757 -2.44502
C 3.58241 -2.30485 7.35188
H -4.88086 3.55102 -4.30299
C -0.04115 -5.65932 2.19369
C -1.89636 7.90640 -0.75174
C -1.24440 4.47438 -0.40730
C -4.84929 -4.88562 0.87407
C 0.52663 -2.69562 -3.54138
H 5.85738 4.48590 -1.15045
H -1.21135 8.73180 -0.94562
H -2.75538 8.00904 -1.41481
O -1.98568 1.40632 -2.30131
O 3.33176 -2.50954 8.60022
C 1.55838 1.22616 0.21003
H -5.17109 3.32554 3.86474
H 3.67720 0.01271 -1.25937
O 5.15129 -1.49566 -3.78523
H 2.45181 -3.64047 3.84256
H 4.04260 -0.58537 4.84857
O -1.84403 5.56312 -1.00889
C 0.88436 1.99349 -5.93395
H -2.48171 3.27613 -2.72132
H 3.66397 -2.50746 3.20152
H -5.07830 -5.74931 1.49833
H -1.32495 1.76909 1.73818
O -0.05641 -2.23415 2.66922
C 4.40501 5.00207 -3.59284
C -0.01271 6.31223 -0.00448
C 5.16223 -0.56045 -2.75196
H 3.16915 0.12800 -2.96560
O -3.06592 -3.90127 -0.04857
C 4.02459 -2.69686 5.26929
O -5.59500 0.49979 1.73581
O 2.52097 -1.88856 -6.24287
H 0.46606 -2.08772 5.90117
H 5.64404 0.35896 -3.08462
O 1.50352 -1.87797 -4.17427
C 1.74570 -2.37021 -5.41205
H -0.58814 -3.74436 0.58998
C 1.15176 3.12861 -4.02702
C 2.42769 -4.01076 0.31466
H -3.03882 -4.98055 1.67801
H -1.14242 0.93595 0.28305
H -3.61886 1.29377 -4.71631
O -3.70847 -4.30292 -2.22626
H 2.67241 4.77681 -0.72816
C -1.52731 -2.07593 6.86201
C -3.05665 0.54030 -2.02872
O 1.47509 3.53759 -2.87499
H -0.52551 6.85529 -2.04543
H -3.04932 1.34349 2.70865
O 4.38301 3.68173 -3.49600
H 1.32169 0.42690 -0.49230
H 0.48073 3.83643 -6.88918
H 5.34211 -1.85733 -1.08547
H -1.97334 -1.54290 4.80938
O -1.70263 3.33334 -0.28445
O 1.14628 1.91190 -4.54195
H 0.38001 -2.90023 7.30381
O 6.88487 -2.04885 -2.47867
H -3.42403 3.71162 3.67561
H 3.53773 2.82471 -1.83495
O 3.62159 -3.66895 0.13204
C -4.15471 2.93284 3.89401
H 3.70877 5.80827 0.09282
H -0.96194 -6.20047 1.97599
H 2.63431 1.23092 0.38454
O 1.36229 -3.56834 -0.41851
H -0.38447 6.82205 0.88433
H -5.72588 -4.29846 1.14783
O 4.35432 5.57485 -4.64457
O -0.12649 4.91643 0.08536
O -5.61702 1.69827 -0.18498
```

Strongest force on any atom in eV/Å: 6.9
HOMO-LUMO gap in eV: 10.3
Energy in a.u.: -4580.8836
Lowest unoccupied orbital energy in Ha: -0.010
Highest occupied orbital energy in Ha: -0.3885
Relative energy (zero: lowest compared OMol25 entry of this formula, charge and spin) in kcal per mole: 168.3
Net charge: 0

***

Record 2
The following is a quantum chemistry calculation of a molecular structure, C7H4BaN3O4PS2 at a distorted geometry, from the Open Molecules 2025 dataset.

The geometry in XYZ format:
```
22
Properties=species:S:1:pos:R:3
N 0.90993 -0.76036 -0.23776
C 1.93939 2.84398 0.38279
C 1.01991 1.60451 0.23228
C -0.43467 -0.74041 -0.02786
S -1.62505 -2.48678 -2.15167
H 2.74150 0.29473 -0.22849
O 1.48007 -1.95545 -0.52460
O 1.31768 3.89794 0.42117
H -0.85420 2.56444 0.75993
C -3.30085 0.95914 -0.00695
O 3.12959 2.50911 0.39763
C 1.66376 0.37327 -0.09968
C -1.11012 0.45378 0.35339
S -4.47717 1.59063 -0.71640
O 2.59358 -3.45898 0.93242
N -2.45588 0.28675 0.63309
H -2.52777 -2.13737 0.49393
C -0.37165 1.63896 0.46103
P -1.35111 -2.29898 -0.23649
Ba 0.47202 0.81991 -2.21294
N 1.81359 -2.68849 1.04565
H -0.57255 -3.31034 0.32952
```

Strongest force on any atom in eV/Å: 5.9
HOMO-LUMO gap in eV: 5.8
Energy in a.u.: -1896.7618
Lowest unoccupied orbital energy in Ha: -0.358
Highest occupied orbital energy in Ha: -0.5704
Relative energy (zero: lowest compared OMol25 entry of this formula, charge and spin) in kcal per mole: 0.0
Net charge: +2

***

Record 3
The following is a quantum chemistry calculation of 2 unconnected molecules or ions with the total composition C2H12N5 at a distorted geometry, from the Open Molecules 2025 dataset.

The geometry in XYZ format:
```
19
Properties=species:S:1:pos:R:3
N 2.27537 0.09562 -0.07526
N -0.88499 1.10364 -0.38090
N 1.88150 0.92883 0.82176
H 1.57432 -0.76581 -1.71058
H 3.76081 -1.25382 -0.50198
H 0.07651 0.45256 -0.58280
C -2.07730 0.19165 -0.34059
H -1.07699 -1.37820 0.71523
H -0.85178 1.63545 0.46169
H -2.66076 -1.50860 0.74095
H 2.71548 0.98419 1.39323
H -1.91387 -0.27764 1.87702
H -0.70276 1.73682 -1.14125
C -1.93088 -0.74248 0.83347
N 3.51432 -0.32965 -0.27746
H -2.20960 -0.44813 -1.18336
H -3.06445 0.65947 -0.13366
H 4.21785 0.01514 0.41096
N 1.34691 -0.24709 -0.86548
```

Expectation value of S²: 2.0076
Spin multiplicity: 3
Strongest force on any atom in eV/Å: 5.4
HOMO-LUMO gap (spin up / spin down) in eV: 8.0 / 8.1
Energy in a.u.: -356.7014
Lowest unoccupied orbital energy (spin up / spin down) in Ha: -0.097 / -0.228
Highest occupied orbital energy (spin up / spin down) in Ha: -0.3891 / -0.5257
Relative energy (zero: lowest compared OMol25 entry of this formula, charge and spin) in kcal per mole: 51.5
Net charge: +1

***

Record 4
The following is a quantum chemistry calculation of a molecular structure, C19H36CuNO8 at a distorted geometry, from the Open Molecules 2025 dataset.

The geometry in XYZ format:
```
65
Properties=species:S:1:pos:R:3
C -0.30987 -0.97594 2.86865
H -1.16872 5.23244 -0.43144
H 4.33418 -2.64520 0.58429
O -0.76729 -2.04349 2.20786
H -0.50324 0.86954 -3.65654
C 0.71430 3.15667 -2.88016
H 0.34601 -3.77817 2.46415
H 2.40680 3.67703 -0.65424
H 1.30645 -2.46853 0.67256
C 0.15660 -4.45060 -2.57762
H 1.72273 2.32889 1.22565
O -2.34286 -3.12811 -0.33693
H 0.02318 -5.53540 -2.62322
C -0.53881 1.04347 -2.57754
H -1.50872 0.65341 -2.26463
N -0.31027 2.58890 -0.69795
O -1.33355 1.99177 0.06735
C 3.35162 -2.66979 1.06632
H 3.47003 -2.04412 1.95604
O 0.29928 -1.34404 4.02597
H -1.31614 -4.94116 -0.42411
H 2.16972 -2.48600 -0.78338
H 1.60025 2.51617 -2.80993
H -1.02543 -2.27226 6.34821
O -0.35897 0.16113 2.51352
H -1.34240 -3.81365 3.04756
H -2.04782 -1.95228 4.92939
H -1.33858 4.51207 1.11434
H 0.78236 -3.25692 4.79682
C 1.48710 4.24186 -0.81991
C -0.57734 4.83354 0.39200
H 1.42681 3.81412 1.97063
C 0.37605 3.66035 0.04227
H 0.43078 5.27542 -2.42132
C -1.14654 -3.74193 -2.22592
H -2.72454 -4.96752 -1.39068
H -1.67387 4.31221 -2.38715
C -0.43980 -3.20909 2.95737
Cu 0.21855 0.24206 0.28593
H -2.58078 2.77772 -2.03505
H -1.99402 2.98167 -3.62880
C -0.04195 -2.69924 4.36270
H 0.91497 -4.30805 -1.80709
C 1.17670 4.49037 -2.28598
H 0.24322 0.40580 -2.15917
H 3.14821 -3.71812 1.29537
H 2.09187 4.73460 -2.82556
H 0.52977 -4.15084 -3.55426
H -2.00601 2.69093 0.16008
C -1.93558 -4.29573 -1.05384
H 0.02840 5.57004 0.91575
O -1.71378 -0.94548 -0.38445
O 2.22229 -0.68529 0.06211
H 0.05951 2.71947 1.88761
C 0.92976 3.07138 1.33761
C -1.76979 3.25109 -2.59662
C 2.24818 -2.06675 0.23829
C -1.69936 -2.04763 -0.84277
H 0.63305 3.32564 -3.95734
O -0.85083 -2.42345 -1.80264
H -1.78316 -3.73941 -3.11494
H 1.67914 5.24869 -0.43387
C -1.22901 -2.55782 5.31577
C -0.47511 2.52824 -2.17503
H -1.67371 -3.54466 5.50789
```

Strongest force on any atom in eV/Å: 2.1
HOMO-LUMO gap in eV: 7.0
Energy in a.u.: -3042.6183
Lowest unoccupied orbital energy in Ha: 0.020
Highest occupied orbital energy in Ha: -0.2373
Net charge: 0

***

Record 5
The following is a quantum chemistry calculation of a molecular structure, C5H16N3 at a distorted geometry, from the Open Molecules 2025 dataset.

The geometry in XYZ format:
```
24
Properties=species:S:1:pos:R:3
H 0.30619 1.30653 -1.73189
N 0.74752 1.53961 0.36139
C -1.32358 -0.69778 -1.06467
H 0.97614 -1.75676 -0.01501
H 0.38060 -1.34846 -2.09319
N -0.72903 -0.44190 0.21877
H -1.02653 -0.85802 -3.17107
C 0.77956 -1.38199 1.98812
N 0.14446 0.69926 -2.52531
H 0.74526 2.17013 2.40061
C 0.08392 -1.53628 0.60635
H -0.41005 -2.50521 0.75943
C -0.38423 -0.59382 -2.33684
H 1.76268 1.63795 0.38422
H 0.21369 3.35894 1.12236
C 0.21951 2.30885 1.45893
H 0.06078 0.50532 0.32111
H 1.49980 -0.56211 2.03073
H 0.06409 -1.12874 2.78318
H -2.24287 -0.08703 -1.11519
H 1.10837 -2.34865 2.36550
H -0.25102 1.16863 -3.32888
H -1.86925 -1.64999 -1.07071
H -0.85601 2.20152 1.65207
```

Strongest force on any atom in eV/Å: 3.8
HOMO-LUMO gap in eV: 5.3
Energy in a.u.: -363.9138
Lowest unoccupied orbital energy in Ha: -0.289
Highest occupied orbital energy in Ha: -0.4834
Relative energy (zero: lowest compared OMol25 entry of this formula, charge and spin) in kcal per mole: 164.1
Net charge: +1